{"formula": "C36H36LiN4P2S3Se", "method": "the ωB97M-V functional and the def2-TZVPD basis", "species": ["Li", "S", "P", "C", "P", "S", "C", "C", "C", "C", "C", "C", "C", "C", "C", "C", "C", "C", "C", "C", "C", "C", "C", "C", "C", "C", "C", "C", "C", "C", "H", "H", "H", "H", "H", "H", "H", "H", "H", "H", "H", "H", "H", "H", "H", "H", "H", "H", "H", "H", "C", "N", "C", "S", "N", "C", "H", "H", "H", "H", "H", "H", "H", "H", "C", "N", "C", "Se", "N", "C", "C", "C", "C", "C", "C", "H", "H", "H", "H", "H", "H", "H", "H"], "positions_angstrom": [[1.034, 0.628, -0.619], [-1.824, -0.563, 1.826], [-0.927, -1.841, 0.616], [-0.041, -1.034, -0.599], [1.104, -1.809, -1.617], [1.864, -0.439, -2.802], [0.431, -3.154, -2.673], [-0.264, -4.227, -2.119], [-0.859, -5.172, -2.931], [-0.794, -5.044, -4.310], [-0.131, -3.964, -4.868], [0.481, -3.027, -4.057], [2.507, -2.658, -0.781], [2.394, -3.901, -0.166], [3.437, -4.410, 0.583], [4.618, -3.699, 0.710], [4.751, -2.478, 0.072], [3.701, -1.955, -0.654], [-0.064, -3.043, 1.711], [-0.313, -4.407, 1.801], [0.372, -5.176, 2.725], [1.318, -4.595, 3.552], [1.603, -3.243, 3.434], [0.915, -2.475, 2.519], [-2.351, -2.813, -0.017], [-3.183, -3.539, 0.829], [-4.278, -4.205, 0.312], [-4.562, -4.126, -1.044], [-3.774, -3.349, -1.876], [-2.678, -2.685, -1.358], [-0.362, -4.302, -1.045], [-1.394, -6.004, -2.491], [-1.266, -5.780, -4.949], [-0.095, -3.848, -5.943], [1.004, -2.182, -4.485], [1.490, -4.479, -0.270], [3.327, -5.371, 1.066], [5.438, -4.103, 1.288], [5.683, -1.933, 0.134], [3.807, -1.001, -1.156], [-1.051, -4.872, 1.161], [0.159, -6.235, 2.804], [1.830, -5.194, 4.295], [2.360, -2.792, 4.061], [1.110, -1.414, 2.423], [-2.963, -3.573, 1.889], [-4.916, -4.789, 0.967], [-5.416, -4.658, -1.445], [-4.007, -3.270, -2.930], [-2.044, -2.071, -1.987], [-0.928, 2.329, 3.417], [0.012, 1.807, 2.460], [1.189, 2.309, 2.141], [2.365, 1.403, 1.363], [1.524, 3.578, 2.537], [0.590, 4.677, 2.382], [-1.453, 1.478, 3.844], [-1.666, 2.989, 2.957], [-0.409, 2.861, 4.212], [-0.296, 0.910, 2.044], [2.490, 3.788, 2.317], [0.138, 4.955, 3.336], [-0.202, 4.389, 1.692], [1.096, 5.556, 1.985], [-2.879, 5.404, -0.848], [-1.461, 5.610, -0.896], [-0.535, 4.613, -1.031], [-0.837, 2.820, -0.969], [0.685, 5.216, -1.157], [0.548, 6.579, -1.095], [1.462, 7.618, -1.172], [0.971, 8.913, -1.032], [-0.379, 9.154, -0.827], [-1.305, 8.118, -0.774], [-0.824, 6.827, -0.915], [-3.054, 4.329, -0.812], [-3.353, 5.819, -1.740], [-3.308, 5.874, 0.039], [1.540, 4.703, -1.302], [2.509, 7.424, -1.337], [1.662, 9.743, -1.080], [-0.724, 10.170, -0.705], [-2.353, 8.312, -0.617]], "forces_ev_per_angstrom": [[0.077, 0.249, -0.146], [-0.610, 0.483, 0.885], [0.252, 0.423, -1.141], [0.242, -1.697, 0.403], [-1.150, -0.221, 0.811], [0.667, 1.040, -0.633], [-0.026, 0.176, -0.052], [0.241, 0.063, -0.025], [-0.069, -0.267, -0.022], [-0.054, -0.089, -0.047], [-0.056, -0.096, -0.185], [0.103, -0.028, 0.061], [-0.067, 0.263, 0.018], [-0.083, 0.091, -0.187], [0.111, -0.242, 0.097], [0.119, -0.083, 0.012], [0.190, -0.029, 0.145], [0.002, 0.037, -0.053], [-0.054, 0.196, -0.212], [-0.076, 0.160, -0.151], [0.080, -0.263, 0.140], [0.051, -0.153, 0.094], [0.079, 0.015, 0.087], [0.017, 0.101, 0.025], [0.114, 0.274, -0.011], [0.080, -0.065, -0.045], [-0.110, -0.158, 0.141], [-0.184, -0.026, -0.110], [-0.218, -0.077, -0.063], [0.125, 0.020, -0.028], [-0.052, -0.063, -0.016], [-0.035, -0.006, 0.035], [-0.040, -0.030, -0.002], [0.014, -0.015, -0.083], [-0.029, 0.008, 0.019], [0.031, -0.042, 0.047], [-0.019, -0.050, 0.044], [0.042, -0.035, 0.049], [0.082, 0.082, 0.057], [-0.048, -0.027, 0.018], [-0.014, -0.009, -0.005], [0.008, -0.011, 0.010], [0.063, -0.050, -0.010], [0.047, 0.045, 0.036], [0.094, 0.043, 0.015], [-0.040, 0.000, 0.014], [0.000, 0.019, -0.018], [-0.051, -0.027, -0.031], [-0.017, 0.006, -0.047], [-0.014, 0.017, 0.033], [-0.115, 0.174, 0.075], [0.160, 0.333, -0.182], [-0.011, -0.070, 0.448], [0.631, -0.418, -0.533], [0.121, 0.158, 0.043], [-0.307, 0.104, 0.245], [-0.043, -0.035, -0.012], [-0.049, 0.047, 0.017], [0.050, 0.047, 0.055], [0.133, -0.067, -0.017], [-0.313, -0.154, -0.043], [-0.074, 0.095, -0.018], [-0.056, 0.080, -0.040], [0.092, -0.031, -0.057], [-0.423, -0.110, 0.033], [0.539, -0.359, -0.087], [0.183, -0.803, 0.070], [-0.149, 0.069, -0.093], [-0.281, -0.128, -0.028], [-0.168, 0.724, 0.038], [-0.259, -0.096, 0.046], [0.240, -0.131, -0.029], [-0.201, 0.049, 0.017], [0.188, -0.188, -0.036], [0.448, 0.697, -0.021], [-0.016, 0.096, 0.021], [0.024, -0.004, 0.031], [0.041, -0.005, 0.013], [-0.158, -0.156, 0.070], [0.149, 0.001, 0.011], [-0.003, 0.026, 0.001], [-0.018, 0.077, -0.017], [-0.169, 0.029, 0.004]], "total_charge": -1, "fmax_ev_per_a": 1.8, "e_tot_ev": -160516.17025, "lumo_ev": 1.94, "homo_ev": -3.5373, "homo_lumo_gap_ev": 5.481, "multiplicity": 1}